No. 1
{
  "formula": "CH3NO3",
  "method": "ωB97M-V/def2-TZVPD",
  "smiles": "[H]/N=C(/O)OO",
  "gap_ev": 9.998,
  "lumo_ev": 0.2864,
  "largest_force_ev_per_a": 3.00,
  "de_lowest_ev": 2.298,
  "e_homo_ev": -9.712,
  "species": ["C", "N", "O", "O", "O", "H", "H", "H"],
  "coordinates": [[0.22727, -0.55599, -0.35426], [0.02418, -1.21932, -1.44360], [-0.52281, 1.19248, 1.03533], [0.99429, -1.02646, 0.65728], [-0.42831, 0.67325, -0.24061], [1.01864, -0.62818, 1.54084], [-0.43972, -0.58157, -2.08383], [-0.87355, 2.14580, 0.88886]]
}

---

No. 2
{
  "formula": "CH3NO3S",
  "method": "ωB97M-V/def2-TZVPD",
  "gap_ev": [4.863, 5.714],
  "total_charge": -2,
  "lumo_ev": [6.6741, 6.6775],
  "largest_force_ev_per_a": 3.85,
  "de_lowest_ev": 0.874,
  "e_homo_ev": [1.811, 0.964],
  "species": ["C", "N", "O", "O", "O", "S", "H", "H", "H"],
  "coordinates": [[1.31490, 0.18364, 0.79369], [2.00014, 0.11941, -0.48168], [3.30445, -0.18418, -0.62859], [-3.26083, 0.99879, -0.74120], [-3.70375, -1.35663, -0.08959], [-2.89593, -0.12177, 0.24001], [1.40781, -0.74175, 1.48099], [0.19916, 0.27479, 0.46458], [1.63405, 0.82769, -1.03822]]
}

---

No. 3
{
  "formula": "CH3NO3S3",
  "method": "ωB97M-V/def2-TZVPD",
  "smiles": "NS(=O)(=O)SC(=O)S",
  "gap_ev": 10.196,
  "lumo_ev": -0.0282,
  "largest_force_ev_per_a": 3.78,
  "de_lowest_ev": 0.000,
  "e_homo_ev": -10.224,
  "species": ["C", "N", "O", "O", "O", "S", "S", "S", "H", "H", "H"],
  "coordinates": [[0.39562, 1.48358, -0.63500], [-1.11479, -1.20694, 0.89069], [0.89606, -1.57794, 2.43679], [-0.61233, 0.30652, 2.71944], [-0.76182, 1.35398, -0.69112], [1.36869, 0.28585, 0.45570], [1.35051, 2.49600, -1.65075], [0.06736, -0.59143, 1.83848], [-1.03148, -2.07375, 0.39224], [-1.64344, -0.47842, 0.44421], [2.75006, 2.27251, -1.24423]]
}

---

No. 4
{
  "formula": "CH3NO4P",
  "method": "ωB97M-V/def2-TZVPD",
  "smiles": "O=[N+]=C=P(O)(O)O",
  "gap_ev": 11.072,
  "total_charge": 1,
  "lumo_ev": -4.7042,
  "largest_force_ev_per_a": 2.00,
  "de_lowest_ev": 0.133,
  "e_homo_ev": -15.776,
  "species": ["C", "N", "O", "O", "O", "O", "P", "H", "H", "H"],
  "coordinates": [[-1.19267, 0.56968, -0.08966], [-2.29521, 0.20510, 0.08075], [-3.38098, -0.00768, 0.40244], [0.90326, -0.70414, -1.28333], [0.91492, -0.46799, 1.28461], [1.49446, 1.29509, -0.19474], [0.49899, 0.15809, -0.02212], [0.36439, -1.47189, -1.46176], [0.50011, -0.69874, 2.09162], [2.19272, 1.12248, -0.80781]]
}